Record 1
Density functional theory data (wB97M-V/def2-TZVPD) for C26H68O13P2S5Si2 as an isolated structure at a distorted geometry.

Values from the calculation:
LUMO level: 0.410 eV
HOMO energy: -0.276 Ha
frontier orbital gap: 7.928 eV
multiplicity: 1

Last column: Löwdin charge in e.
Cartesian coordinates (Å):
C 6.24185 3.35600 0.71268  -0.1023
C 6.71454 2.06091 0.03916  -0.2881
C 5.54664 1.07180 -0.17924  -0.4718
C 5.42583 0.64581 -1.65386  -0.1185
Si 5.75668 -0.42949 0.92398  0.3513
O 4.57808 -1.60759 0.57595  -0.4095
Si 3.28503 -1.75793 1.62735  0.0581
S 4.04965 -2.48000 3.53163  0.4891
C 2.09783 -3.07317 1.00046  -0.4647
C 1.68178 -2.91073 -0.46602  -0.1093
C 0.90340 -3.29469 1.92799  -0.2650
C -0.17670 -2.19952 1.86215  -0.0855
P 2.51383 0.25722 2.10393  0.8821
C 1.72747 0.33764 3.78322  -0.4491
C 2.78449 0.74292 4.82393  -0.1820
C 1.38272 0.91955 0.80874  -0.4467
C 1.79040 0.52644 -0.61870  -0.1440
P 7.80439 -1.26785 0.63918  0.7556
C 7.56644 -2.83344 -0.32862  -0.3442
C 8.39071 -1.70242 2.33354  -0.3653
H 6.97739 4.13165 0.53570  0.0651
H 6.12382 3.19125 1.77802  0.0701
H 5.28391 3.68603 0.32221  0.0677
H 7.44734 1.62651 0.71102  0.0569
H 7.19638 2.29109 -0.90399  0.1030
H 4.64278 1.62073 0.06512  0.0738
H 4.79313 -0.23016 -1.75672  0.0488
H 4.99517 1.44776 -2.24402  0.0789
H 6.40462 0.40845 -2.06230  0.0718
H 5.71068 0.01490 2.33517  -0.0068
H 4.97820 -3.36197 3.14269  -0.1912
H 2.66751 -4.00292 1.01706  0.1026
H 2.54218 -2.69804 -1.09106  0.0670
H 0.88702 -2.18990 -0.59961  0.0496
H 1.28558 -3.86989 -0.79535  0.0790
H 1.24982 -3.41012 2.95006  0.0750
H 0.45271 -4.24245 1.64178  0.1045
H -0.25903 -1.66563 2.79999  0.0473
H -1.13366 -2.61328 1.57717  0.0752
H 0.06604 -1.45996 1.10612  0.0380
H 1.25379 -0.59460 4.06443  0.0464
H 0.99807 1.13795 3.73104  0.0709
H 3.47519 1.42857 4.34653  0.0468
H 2.33604 1.23866 5.67655  0.0641
H 3.37745 -0.11162 5.12145  0.0303
H 1.44415 1.99811 0.89582  0.0585
H 0.34366 0.68290 1.00783  0.0598
H 1.80450 1.42100 -1.22966  0.0644
H 1.02565 -0.10863 -1.04503  0.0540
H 2.78403 0.09719 -0.68350  0.0329
H 8.37224 -2.93305 -1.04036  0.0111
H 7.54802 -3.72383 0.29223  0.0303
H 6.62568 -2.75766 -0.85771  0.0085
H 7.65083 -2.25092 2.91013  0.0137
H 9.30861 -2.27659 2.31107  0.0252
H 8.58666 -0.77484 2.85443  0.0203
O 0.65958 3.34258 -3.64059  -0.2742
S -0.57097 2.71248 -3.27066  0.5580
O -0.60094 1.32180 -2.93489  -0.2788
O -1.66244 3.00453 -4.38938  -0.2606
C -1.29949 2.67673 -5.74993  -0.2438
C -1.39557 1.18911 -6.01504  -0.0748
C -1.33340 3.62745 -1.97408  -0.1147
H -0.29964 3.05619 -5.96560  0.1150
H -1.99764 3.22540 -6.37929  0.1203
H -0.64471 0.64069 -5.45215  0.0509
H -1.24056 0.97982 -7.07278  0.0843
H -2.37162 0.80570 -5.71733  0.0899
H -1.34653 4.67818 -2.24883  0.0750
H -0.73478 3.47383 -1.07874  0.0707
H -2.34009 3.24722 -1.82406  0.0767
O -4.38852 -1.23458 1.99360  -0.2792
S -4.59937 -0.08707 2.82318  0.5659
O -3.68782 1.01517 2.77479  -0.2805
O -4.73875 -0.57481 4.33359  -0.2610
C -3.69488 -1.42503 4.84906  -0.2506
C -2.44489 -0.64997 5.21839  -0.0742
C -6.24088 0.50880 2.61774  -0.1211
H -3.47519 -2.21472 4.12863  0.1117
H -4.12116 -1.89646 5.73238  0.1209
H -1.95658 -0.24145 4.33403  0.0588
H -1.73730 -1.30487 5.72800  0.0819
H -2.69139 0.18476 5.87435  0.0846
H -6.93165 -0.32473 2.70100  0.0753
H -6.30039 0.95364 1.62710  0.0802
H -6.44239 1.25713 3.37904  0.0740
O -9.44574 1.15219 4.28111  -0.2818
S -10.60216 1.30111 3.44893  0.5633
O -10.45506 1.47574 2.03763  -0.2740
O -11.50617 2.47328 4.03194  -0.2628
C -10.87384 3.74735 4.27538  -0.2506
C -10.67900 4.54850 3.00350  -0.0719
C -11.72441 -0.01932 3.75490  -0.1194
H -9.93012 3.59410 4.80082  0.1137
H -11.54396 4.27238 4.95286  0.1215
H -9.94587 4.08050 2.34785  0.0712
H -10.32914 5.55194 3.24608  0.0817
H -11.61507 4.62346 2.45075  0.0851
H -11.86355 -0.11871 4.82749  0.0754
H -11.27737 -0.92075 3.34229  0.0778
H -12.66380 0.19958 3.25498  0.0761
O -0.05920 -1.73670 -6.51627  -0.2776
S 1.37092 -1.76337 -6.45068  0.5649
O 2.13810 -0.61316 -6.81416  -0.2705
O 1.89408 -3.02684 -7.26947  -0.2627
C 1.43728 -3.17431 -8.62836  -0.2541
C 2.17469 -2.26169 -9.58838  -0.0728
C 1.86761 -2.30805 -4.85260  -0.1146
H 0.35886 -3.01411 -8.67265  0.1133
H 1.62398 -4.21630 -8.88049  0.1207
H 1.93365 -1.21544 -9.40494  0.0711
H 1.89926 -2.50119 -10.61569  0.0804
H 3.25232 -2.37634 -9.47428  0.0846
H 1.30963 -3.20494 -4.59953  0.0763
H 1.63582 -1.50431 -4.15594  0.0749
H 2.93700 -2.50026 -4.86636  0.0768

---

Record 2
Density functional theory data (wB97M-V/def2-TZVPD) for C26H70MgN7O11 as an isolated structure at a distorted geometry.

Values from the calculation:
energy above the lowest of the compared OMol25 structures with the same formula, charge and spin: 41.18 kcal per mole
LUMO level: -6.053 eV
HOMO energy: -0.339 Ha
frontier orbital gap: 3.173 eV
multiplicity: 1
charge: +1

Last column: Löwdin charge in e.
Cartesian coordinates (Å):
Mg 14.39609 -38.75942 -0.67977  1.1728
C 10.85427 -33.90684 0.19502  -0.1071
C 10.14798 -35.12256 -0.48452  -0.3997
O 11.06811 -36.20010 -0.69527  -0.2497
H 11.61284 -33.42415 -0.42118  0.0596
H 11.37273 -34.21431 1.10319  0.0515
H 10.13996 -33.14148 0.49843  0.0640
H 9.61883 -34.67622 -1.32647  0.0842
H 9.36240 -35.53749 0.14700  0.0948
C 3.19369 -34.36054 5.03526  -0.8049
O 2.31625 -33.62541 5.50333  0.0150
N 2.90289 -35.57171 4.68105  0.1466
N 4.40728 -34.05572 4.76053  0.1732
H 3.58543 -36.17481 4.24455  0.1036
H 2.22840 -35.98939 5.30610  0.1217
H 4.67489 -33.11151 4.99919  0.1295
H 5.01747 -34.82458 4.52255  0.1147
C 5.38041 -40.44342 2.17055  -0.7917
O 6.28354 -40.27398 3.01289  -0.0057
N 5.53532 -40.37391 0.89921  0.1581
N 4.15928 -40.76194 2.44580  0.1611
H 4.75852 -40.74597 0.37172  0.1133
H 6.37916 -39.92315 0.57539  0.1307
H 3.59180 -40.86435 1.61659  0.1056
H 3.75586 -40.62202 3.36111  0.1286
C 7.03831 -29.53554 -3.87179  -0.0853
C 8.12942 -28.47688 -3.77351  -0.3653
O 9.37508 -29.08332 -3.81227  -0.0637
H 6.09547 -29.07887 -4.17277  0.0759
H 7.05195 -30.11746 -2.95022  0.0714
H 7.22115 -30.25948 -4.66589  0.0710
H 7.88321 -27.62254 -3.14296  0.1104
H 8.07166 -27.92641 -4.71253  0.0976
H 10.08494 -28.45351 -3.95733  0.0880
C 9.87732 -36.41826 -6.97301  -0.0940
C 8.97456 -37.64890 -7.20921  -0.2693
O 8.48640 -37.88587 -5.88792  -0.1294
H 10.47913 -36.22522 -7.86107  0.0682
H 10.58904 -36.62193 -6.17297  0.0656
H 9.31454 -35.55712 -6.61271  0.0776
H 9.68633 -38.45511 -7.38673  0.0943
H 8.07229 -37.75745 -7.81107  0.1195
H 8.95661 -37.51907 -5.13561  0.0676
C 15.43697 -26.12679 3.12765  -0.1822
O 15.61803 -27.32717 2.51749  -0.1903
C 16.56968 -28.33902 3.06306  -0.1432
C 18.08670 -28.01266 2.97169  -0.2012
N 18.61629 -28.51554 1.70270  -0.0674
C 20.06252 -28.36206 1.68489  -0.1985
C 20.57674 -26.88628 1.45780  -0.2133
O 19.95463 -26.06019 0.45106  -0.1939
C 19.88054 -24.63541 0.81890  -0.0758
H 15.16852 -26.12355 4.18408  0.0868
H 14.81495 -25.45293 2.53848  0.0925
H 16.32742 -25.50057 3.18291  0.0655
H 16.26580 -29.30816 2.66741  0.1122
H 16.18899 -28.55030 4.06233  0.1067
H 18.61841 -28.55571 3.75303  0.1179
H 18.11641 -26.93754 3.14865  0.1053
H 18.12525 -28.00071 0.98581  0.1108
H 20.40264 -28.95982 0.83924  0.1043
H 20.55162 -28.71188 2.59401  0.1138
H 21.63575 -27.01580 1.23455  0.1097
H 20.57229 -26.40031 2.43346  0.1028
H 19.37531 -23.99710 0.09405  0.0828
H 20.88779 -24.26145 1.00249  0.0820
H 19.31494 -24.47424 1.73663  0.0729
C 6.77726 -25.25533 5.73056  -0.1255
O 6.60632 -26.28225 4.74653  -0.1897
C 7.92987 -27.04875 4.77101  -0.1677
C 7.76375 -28.56759 4.93689  -0.2464
N 7.06972 -28.93740 6.12656  -0.0761
C 7.93699 -29.37046 7.26383  -0.1775
C 7.31762 -29.73195 8.62685  -0.2282
O 8.12939 -29.71620 9.75580  -0.1681
C 9.09609 -30.70698 9.78936  -0.1319
H 5.99253 -24.50268 5.65421  0.0861
H 7.74126 -24.83885 5.43841  0.0788
H 6.81027 -25.68476 6.73185  0.0809
H 8.54344 -26.85944 5.65180  0.0981
H 8.56215 -26.86923 3.90148  0.1156
H 8.73282 -29.06013 4.85689  0.1195
H 7.21285 -28.89439 4.05495  0.1075
H 6.25792 -28.41029 6.41506  0.1096
H 8.51741 -28.46443 7.43795  0.1106
H 8.61060 -30.13797 6.88267  0.1043
H 6.89698 -30.73569 8.68727  0.1188
H 6.42458 -29.11518 8.72777  0.1237
H 8.58721 -31.58089 10.19611  0.0884
H 9.99849 -30.48912 10.36061  0.0914
H 9.48439 -31.09022 8.84573  0.0785
C 14.64006 -40.17845 -3.65411  -0.0269
O 14.86263 -38.91830 -2.90344  -0.3256
C 15.90410 -38.17764 -3.55530  -0.1987
C 16.29619 -36.83419 -2.89558  -0.1580
N 16.48582 -37.14308 -1.47390  -0.1043
C 16.70308 -35.99249 -0.68424  -0.2068
C 16.42841 -36.39664 0.73499  -0.1933
O 15.26191 -37.19504 0.81195  -0.3434
C 14.69354 -37.29988 2.14574  -0.0386
H 13.78115 -40.67522 -3.20288  0.0863
H 15.51480 -40.79979 -3.46215  0.1047
H 14.27964 -40.04018 -4.67346  0.1096
H 15.60134 -37.91425 -4.56873  0.1356
H 16.84553 -38.71724 -3.65843  0.1307
H 15.51531 -36.12008 -3.15706  0.1337
H 17.18570 -36.32124 -3.26131  0.1373
H 17.39298 -37.58569 -1.43867  0.1331
H 16.05110 -35.19644 -1.04387  0.1406
H 17.72149 -35.63363 -0.83303  0.1421
H 16.21708 -35.55617 1.39609  0.1368
H 17.36970 -36.80628 1.10140  0.1376
H 14.51795 -36.30230 2.54835  0.1039
H 15.54557 -37.73751 2.66596  0.1006
H 13.80394 -37.92272 2.23944  0.0927